Entry 1:
130
Properties=species:S:1:pos:R:3 method="wB97M-V/def2-TZVPD" e_homo_ev="-12.56 / -12.56" s_squared=0.75 total_charge=+1 multiplicity=2
C -5.4055 -0.6780 17.5604
C -5.5656 -1.6956 18.6775
O -6.1975 -1.0101 19.7143
C -6.2196 0.2773 19.4904
O -6.6606 1.0917 20.3163
O -5.8085 0.5279 18.2383
H -6.0775 -0.9497 16.7464
H -4.3596 -0.6018 17.2631
H -4.6116 -1.9704 19.1273
H -6.1555 -2.5824 18.4456
C -2.4262 -3.0192 15.6922
C -2.5971 -3.1412 14.2294
O -4.0260 -3.2971 14.0134
C -4.6573 -2.9643 15.1721
O -5.8964 -2.9474 15.3805
O -3.7297 -2.8807 16.1571
H -1.8779 -2.1067 15.9261
H -2.0757 -3.9883 16.0474
H -2.0946 -4.0716 13.9650
H -2.1775 -2.3559 13.6006
C -10.2893 -0.6628 11.9918
C -10.2202 -1.7892 10.8618
O -11.2616 -1.4456 10.0411
C -11.6767 -0.1407 10.2627
O -12.3375 0.5056 9.4851
O -11.0151 0.3080 11.3226
H -9.2628 -0.3662 12.2073
H -10.8555 -1.0272 12.8489
H -10.4798 -2.7010 11.3995
H -9.3091 -1.7098 10.2686
C -9.1514 -0.4611 17.9243
C -10.6300 -0.2759 17.6427
O -10.7635 0.8031 16.7093
C -9.5004 1.1346 16.2729
O -9.2138 1.9414 15.3849
O -8.5977 0.5027 16.9705
H -8.6248 -1.3890 17.7012
H -8.9404 -0.1444 18.9458
H -11.1171 -0.1328 18.6072
H -11.0104 -1.1817 17.1704
C -5.7494 1.2688 13.0337
C -5.6980 0.5088 14.3336
O -4.3515 0.4289 14.6308
C -3.6617 0.7945 13.5973
O -2.4172 0.7121 13.5142
O -4.4614 1.1753 12.5838
H -5.9961 2.3211 13.1750
H -6.5049 0.8560 12.3652
H -6.1399 -0.4669 14.1311
H -6.3202 0.9526 15.1108
C -5.8261 -5.7057 17.5189
C -6.6550 -5.9997 16.3579
O -5.7628 -6.3896 15.3392
C -4.5691 -6.7031 15.8983
O -3.6149 -7.1934 15.3147
O -4.6038 -6.3744 17.1492
H -6.2464 -6.2181 18.3843
H -5.5701 -4.6730 17.7555
H -7.2964 -5.2476 15.8986
H -7.2402 -6.8958 16.5641
C -11.1334 -3.3581 15.0567
C -10.0183 -4.4538 15.3071
O -8.9362 -3.8052 14.7366
C -9.0651 -2.4614 14.7970
O -8.1886 -1.6161 14.7406
O -10.3865 -2.1383 15.0791
H -11.7858 -3.5823 15.9007
H -11.8199 -3.4365 14.2137
H -10.2252 -5.3509 14.7235
H -10.0021 -4.8382 16.3270
C -8.3602 -8.6783 10.7016
C -8.5543 -9.9362 11.5843
O -8.7133 -9.4225 12.8606
C -8.7764 -8.1070 12.8652
O -8.9606 -7.3335 13.7884
O -8.5064 -7.6719 11.6287
H -9.1121 -8.6124 9.9153
H -7.3181 -8.5394 10.4136
H -7.6127 -10.4848 11.6064
H -9.4159 -10.4923 11.2147
C -6.8513 -4.0649 12.5079
C -5.8104 -4.9310 11.6861
O -6.5170 -5.0770 10.4730
C -7.7507 -4.7043 10.4861
O -8.5688 -4.6350 9.5868
O -8.0057 -4.2308 11.7560
H -6.6973 -2.9859 12.5169
H -6.8963 -4.4982 13.5071
H -5.7778 -5.8951 12.1935
H -4.8795 -4.3763 11.5687
Cl -14.5096 -3.5590 14.9294
C -14.7950 -5.3274 14.6320
C -13.5816 -6.2640 15.0024
Cl -13.3655 -6.3814 16.7099
H -15.0525 -5.2651 13.5747
H -15.6920 -5.6722 15.1464
H -12.6611 -5.8165 14.6274
H -13.6736 -7.2750 14.6057
Cl -9.7669 -7.3759 17.4335
C -10.1768 -7.8383 19.0986
C -11.6835 -7.6928 19.4247
Cl -12.1834 -8.8284 20.6745
H -9.5514 -7.1856 19.7077
H -9.8711 -8.8731 19.2526
H -12.2617 -7.9428 18.5352
H -12.0948 -6.7064 19.6394
Cl -13.8810 -0.4000 13.1947
C -13.4228 0.3110 14.7388
C -13.0900 1.8090 14.6642
Cl -14.5006 2.7131 14.1400
H -12.5270 -0.1755 15.1247
H -14.1258 -0.0496 15.4897
H -12.2941 1.9453 13.9320
H -12.7444 2.2885 15.5800
Cl -13.1361 -4.2726 11.7143
C -11.5546 -5.0147 11.2117
C -11.5473 -6.5543 10.8716
Cl -12.0351 -7.5715 12.2792
H -10.9280 -4.9386 12.1004
H -11.1130 -4.4419 10.3962
H -10.6052 -6.9188 10.4622
H -12.3858 -6.6973 10.1900
Cl -11.1728 -3.7842 18.7268
C -10.6047 -3.8149 20.4585
C -9.0505 -3.6131 20.5809
Cl -8.1986 -4.9139 19.7266
H -10.8706 -4.8185 20.7905
H -11.0348 -3.0000 21.0407
H -8.6654 -3.5661 21.5995
H -8.6882 -2.6623 20.1898

Entry 2:
115
Properties=species:S:1:pos:R:3 method="wB97M-V/def2-TZVPD" e_homo_ev=-6.82 relative_energy_ev=0.393
Ca 0.1979 -0.0844 -0.0870
C 2.1916 -2.2495 1.8012
N 1.2043 -1.1894 2.0014
C 0.1323 -1.7108 2.8535
C 1.8243 -0.0105 2.6264
C 2.5867 0.8278 1.5998
N 1.6606 1.4263 0.6559
C 1.3559 2.7279 0.6904
C 0.4278 3.2057 -0.2716
F -0.0416 2.2966 -1.1857
C -0.0319 4.4934 -0.3415
F -0.9527 4.8016 -1.2742
C 0.4306 5.4802 0.5091
C 1.3737 5.0735 1.4330
F 1.8764 5.9791 2.2875
C 1.8238 3.7736 1.5332
F 2.7346 3.5333 2.5120
H 3.0601 -1.8692 1.2680
H 2.5334 -2.6548 2.7644
H 1.7473 -3.0570 1.2162
H -0.3004 -2.6000 2.3973
H -0.6544 -0.9621 2.9512
H 0.5103 -1.9753 3.8525
H 2.4925 -0.3083 3.4502
H 1.0297 0.6183 3.0357
H 3.2668 0.1743 1.0410
H 3.2075 1.5453 2.1288
H 0.0876 6.5008 0.4490
C -3.4097 2.5049 -5.2964
C -2.2835 2.8189 -4.3022
C -2.2137 4.3248 -4.0440
C -0.9474 2.4028 -4.9117
N -2.6333 2.1349 -3.0199
C -3.6774 2.6477 -2.2586
C -4.0452 1.7152 -1.3728
N -3.2560 0.5972 -1.5620
B -3.7703 -0.7619 -1.0111
N -3.6697 -0.9289 0.5310
C -4.4456 -1.9131 1.1011
C -4.3858 -1.7800 2.4318
N -3.5640 -0.6967 2.7146
C -3.1147 -0.1853 1.5174
S -1.9991 1.0755 1.2680
C -3.5195 -0.2148 4.1279
C -3.1061 -1.4018 5.0066
C -2.5570 0.9355 4.4132
C -4.9349 0.2533 4.4894
N -3.1866 -1.9928 -1.7449
C -3.7596 -2.3778 -2.9345
C -3.1326 -3.4785 -3.3667
N -2.1566 -3.8047 -2.4344
C -2.1875 -2.8576 -1.4401
S -1.1933 -2.7259 -0.0682
C -1.3618 -5.0443 -2.6733
C -0.3861 -5.4284 -1.5659
C -2.3588 -6.2008 -2.8261
C -0.5712 -4.8488 -3.9714
C -2.3746 0.8636 -2.5637
S -1.1063 -0.1767 -2.9995
H -3.1939 2.9645 -6.2615
H -4.3662 2.8842 -4.9336
H -3.4960 1.4250 -5.4320
H -1.8981 4.8240 -4.9596
H -1.4873 4.5409 -3.2624
H -3.1758 4.7466 -3.7542
H -0.7798 3.0088 -5.8040
H -0.9436 1.3587 -5.1977
H -0.1299 2.5754 -4.2117
H -4.0528 3.6449 -2.3866
H -4.8061 1.7486 -0.6130
H -4.9543 -0.7838 -1.2577
H -4.9770 -2.6278 0.4971
H -4.8514 -2.3747 3.1950
H -2.1705 -1.8272 4.6416
H -3.8622 -2.1867 5.0244
H -2.9551 -1.0584 6.0297
H -1.5225 0.6493 4.2346
H -2.6644 1.1980 5.4672
H -2.7779 1.8092 3.8118
H -5.6555 -0.5642 4.4476
H -5.2587 1.0312 3.7963
H -4.9383 0.6655 5.4986
H -4.5674 -1.8225 -3.3778
H -3.3012 -4.0519 -4.2589
H -0.8918 -5.5721 -0.6147
H 0.3820 -4.6748 -1.4307
H 0.0899 -6.3672 -1.8554
H -2.9906 -6.2736 -1.9395
H -1.8134 -7.1378 -2.9382
H -2.9997 -6.0795 -3.6992
H 0.0870 -3.9821 -3.8957
H -1.2303 -4.7010 -4.8279
H 0.0405 -5.7313 -4.1615
C 3.7339 -1.4097 -1.3707
N 2.3527 -1.0044 -1.6832
C 2.4247 0.2194 -2.5176
N 3.1926 -0.0014 -3.7409
C 4.5417 -0.4234 -3.3733
N 4.5325 -1.6520 -2.5710
C 3.8780 -2.6990 -3.3597
N 2.5095 -2.3351 -3.7244
C 1.7582 -2.0866 -2.4958
C 2.5530 -1.0835 -4.4939
H 3.7115 -2.3292 -0.7811
H 4.2153 -0.6195 -0.7898
H 2.8898 1.0153 -1.9321
H 1.4126 0.5204 -2.7933
H 5.0211 0.3717 -2.7980
H 5.1236 -0.5987 -4.2806
H 3.8579 -3.6257 -2.7803
H 4.4575 -2.8686 -4.2697
H 1.7458 -3.0003 -1.8968
H 0.7353 -1.8204 -2.7565
H 1.5320 -0.7883 -4.7454
H 3.1126 -1.2556 -5.4160

Entry 3:
116
Properties=species:S:1:pos:R:3 method="wB97M-V/def2-TZVPD" e_homo_ev=-8.03 relative_energy_ev=0.398
Rb 0.4016 -1.5102 0.0066
C 3.4244 1.4432 -3.3740
C 2.1970 2.0883 -2.8255
C 1.2471 2.6182 -3.6277
C 0.0695 3.2051 -3.0763
N -0.0529 3.3796 -1.8007
N 0.9260 2.9058 -0.9884
B 0.7004 3.2531 0.4664
N 1.9110 3.5116 1.3046
N 2.6743 4.4054 0.6255
C 3.8218 4.7359 1.1134
C 4.2669 4.1962 2.3607
C 3.4872 3.3494 3.0664
C 3.9169 2.7605 4.3667
C 2.1974 2.9669 2.5146
S 1.1540 1.9182 3.2679
C 4.6690 5.7256 0.3310
C 4.7389 7.0360 1.1257
C 6.0777 5.1458 0.1505
C 4.0602 5.9957 -1.0439
N -0.6763 2.9957 0.9957
N -0.4774 4.2993 0.7904
C -1.3094 5.2294 1.1430
C -2.5404 4.7549 1.6841
C -2.7994 3.4256 1.8418
C -4.0882 2.9405 2.4072
C -1.7974 2.4292 1.4747
S -1.9833 0.7916 1.5963
C -0.8593 6.6759 1.0362
C -0.4507 6.9942 -0.4042
C 0.3547 6.8537 1.9620
C -1.9716 7.6266 1.4769
C 1.9728 2.1432 -1.3937
S 2.9364 1.3324 -0.2840
C -1.0596 3.6765 -3.9789
C -1.4477 2.5380 -4.9325
C -0.5652 4.8830 -4.7876
C -2.2898 4.0682 -3.1667
H 3.5180 1.6618 -4.4375
H 3.3582 0.3630 -3.2482
H 4.3142 1.7885 -2.8464
H 1.3633 2.5744 -4.7033
H 5.2427 4.4729 2.7411
H 4.8793 3.1685 4.6753
H 3.9930 1.6761 4.2744
H 3.1700 2.9442 5.1384
H 5.1534 6.8792 2.1240
H 3.7441 7.4740 1.2363
H 5.3744 7.7579 0.6087
H 6.6190 5.0701 1.0949
H 6.6601 5.7925 -0.5087
H 6.0351 4.1518 -0.3001
H 3.0609 6.4249 -0.9638
H 3.9805 5.0774 -1.6287
H 4.6956 6.6986 -1.5869
H -3.2841 5.4776 1.9890
H -4.7617 3.7691 2.6221
H -3.9028 2.3674 3.3174
H -4.5610 2.2463 1.7108
H 0.2972 6.2898 -0.7731
H -0.0294 8.0011 -0.4474
H -1.3109 6.9615 -1.0720
H 1.1963 6.2452 1.6279
H 0.1116 6.5760 2.9901
H 0.6654 7.9009 1.9571
H -2.8633 7.5307 0.8538
H -1.6156 8.6538 1.3888
H -2.2529 7.4645 2.5196
H -0.6035 2.1944 -5.5324
H -2.2237 2.8819 -5.6190
H -1.8318 1.6796 -4.3758
H 0.2582 4.6143 -5.4526
H -0.2254 5.6853 -4.1285
H -1.3767 5.2717 -5.4069
H -2.6069 3.2560 -2.5103
H -3.1104 4.3023 -3.8485
H -2.0985 4.9398 -2.5459
C 3.7214 -3.1486 -3.7135
C 2.8060 -3.2986 -2.4974
O 2.5600 -4.6795 -2.2163
P 3.6116 -2.5864 -1.0125
O 4.3820 -1.2786 -1.4615
O 4.8003 -3.6475 -0.8303
O 2.7934 -2.4044 0.2041
P 1.1217 -2.5684 -2.8886
O 1.4671 -1.0311 -2.3825
O 0.1281 -3.1265 -1.9234
O 0.8935 -2.5469 -4.3530
H 4.6959 -3.6108 -3.5301
H 3.8812 -2.1018 -3.9702
H 3.2363 -3.6355 -4.5575
H 3.4185 -5.1081 -2.1114
H 3.9003 -0.4519 -1.2201
H 5.0432 -3.7617 0.0951
H 0.6730 -0.4838 -2.5134
O -0.9774 -0.4617 -2.8036
C -2.2379 -0.1604 -2.1902
C -3.3009 -1.2150 -2.4270
C -2.9967 -2.6209 -1.8981
C -3.2941 -2.8516 -0.4377
C -4.3897 -3.6174 -0.0388
C -4.5627 -3.9315 1.3007
C -3.6309 -3.4691 2.2189
C -2.6044 -2.6774 1.7383
N -2.4400 -2.3518 0.4590
H -1.0981 -0.9956 -3.6020
H -2.6062 0.7999 -2.5761
H -2.0389 -0.0290 -1.1274
H -3.4782 -1.2788 -3.5073
H -4.2345 -0.8370 -1.9951
H -1.9396 -2.8626 -2.0634
H -3.5709 -3.3455 -2.4768
H -5.0757 -3.9898 -0.7894
H -5.3993 -4.5424 1.6159
H -3.6920 -3.7076 3.2716
H -1.8760 -2.2651 2.4311

Entry 4:
112
Properties=species:S:1:pos:R:3 method="wB97M-V/def2-TZVPD" e_homo_ev="-2.66 / -2.66" s_squared=12.90 total_charge=-1 multiplicity=7
Tb -0.5172 1.9513 -2.4696
C 2.8718 1.5432 4.0555
N 2.3114 0.3864 4.7903
C 2.7422 -0.9417 4.5028
C 2.2398 -1.5403 3.1914
N 3.1600 -2.5146 2.6846
C 4.5154 -2.0561 2.3046
C 2.7170 -3.7121 2.1270
C 3.2258 -4.1111 0.8980
C 3.0988 -5.3942 0.3915
C 2.3162 -6.2969 1.0443
C 1.7263 -5.9791 2.2199
C 1.9564 -4.7313 2.8762
S 1.2262 -4.3910 4.3792
C 1.1303 0.4856 5.5010
C 1.1592 -0.1126 6.7840
C 0.1041 0.0254 7.6946
C -1.0320 0.6890 7.2466
C -1.0839 1.3476 6.0078
C -0.0241 1.2741 5.0585
S -0.3597 1.8525 3.5043
H 2.8619 2.3881 4.8263
H 2.2609 1.8731 3.1855
H 3.8654 1.2739 3.7849
H 2.5095 -1.6166 5.3551
H 3.8115 -0.9233 4.4453
H 2.1924 -0.6709 2.4396
H 1.1939 -1.9650 3.2312
H 4.9394 -1.4239 3.1330
H 5.1693 -2.9298 2.1807
H 4.6308 -1.4993 1.3776
H 3.8384 -3.4127 0.3174
H 3.6407 -5.6254 -0.5022
H 2.3555 -7.3067 0.6214
H 1.1221 -6.6122 2.8693
H 2.0921 -0.5363 7.0432
H 0.2771 -0.2814 8.7219
H -1.7884 0.7931 7.9931
H -2.0086 1.9108 5.8128
N -0.5341 4.4495 -3.2140
C -1.9615 4.6831 -3.4077
C -2.4908 3.7490 -4.4869
N -2.5628 2.3792 -3.9521
H -0.0891 5.1398 -2.6760
H -0.0314 4.4922 -4.1165
H -2.1612 5.7745 -3.7056
H -2.5286 4.5379 -2.4668
H -1.8542 3.7678 -5.4331
H -3.4891 4.0835 -4.8768
H -2.5988 1.6874 -4.7346
H -3.4185 2.2830 -3.3690
C 5.8962 1.5373 -8.0036
C 4.6082 1.3736 -7.2873
C 4.0137 0.0569 -7.2422
C 2.7993 -0.0551 -6.6200
C 2.2811 1.0206 -5.9211
C 2.8923 2.2492 -5.7721
C 3.9905 2.4767 -6.6090
S 0.7501 0.7543 -5.0656
O 0.0072 0.0167 -6.0141
O 0.1617 2.1332 -4.7563
N 0.7999 0.2459 -3.5749
C 1.1369 -1.0571 -3.0058
C 0.5949 -1.0061 -1.5675
O 0.7898 -1.9379 -0.8231
O 0.0329 0.1660 -1.2667
H 6.1535 0.6837 -8.5973
H 6.6882 1.6266 -7.2079
H 6.0520 2.4876 -8.5255
H 4.6135 -0.7917 -7.5896
H 2.2174 -0.9583 -6.5474
H 2.4744 3.0074 -5.0951
H 4.4049 3.5022 -6.6642
H 2.2040 -1.2694 -2.9525
H 0.6952 -1.8885 -3.5588
Cl 2.0152 2.5099 -1.9113
C 2.7444 3.9835 -1.0719
Cl 3.2025 5.2024 -2.2435
H 3.5936 3.5706 -0.5132
H 1.9974 4.4433 -0.3803
C -2.6372 -3.5591 4.3326
C -2.0677 -3.2583 2.9365
C -2.2667 -1.8451 2.3501
C -2.1513 -1.8933 0.8344
N -2.1165 -0.6166 0.2383
C -3.1643 0.1295 -0.1453
S -2.9896 1.6723 -0.9443
N -4.4034 -0.3715 0.1690
C -5.6257 -0.2481 -0.5896
C -6.8632 0.1615 0.2035
C -6.9150 1.6202 0.4031
C -6.1138 2.3016 1.5168
H -2.7430 -4.6700 4.4910
H -3.6475 -3.1483 4.4123
H -2.1050 -3.0170 5.1360
H -2.5529 -3.9617 2.2299
H -0.9616 -3.4965 2.9712
H -1.5058 -1.1086 2.7321
H -3.2706 -1.4835 2.4883
H -3.0574 -2.5016 0.4457
H -1.2343 -2.3629 0.4427
H -1.1917 -0.2921 -0.0417
H -4.5448 -0.9033 1.0472
H -5.8418 -1.1382 -1.1353
H -5.4747 0.4798 -1.4062
H -6.9775 -0.3096 1.1683
H -7.6732 -0.1682 -0.4476
H -7.9872 1.8642 0.6340
H -6.7336 2.1612 -0.5755
H -6.7210 2.4394 2.4107
H -5.8294 3.3522 1.1510
H -5.1712 1.8517 1.7392